1.
Formula: C25H29ClF5N2O15S3
Source: the OMol25 dataset
Level of theory: ωB97M-V/def2-TZVPD

Atoms and positions in Å:
C  1.31  0.27  0.10
C  1.90  1.37  0.48
C  1.89  2.55  -0.44
S  2.90  3.82  0.29
Cl  3.49  4.98  -1.19
C  1.78  4.85  1.21
C  0.90  4.01  2.12
C  1.76  3.41  3.21
S  0.77  2.32  4.25
C  2.03  1.44  5.08
S  1.88  0.95  6.57
N  3.15  1.18  4.25
C  3.23  0.10  3.41
C  4.40  0.23  2.78
N  5.05  1.33  3.20
C  4.29  1.87  4.09
H  0.97  0.12  -0.90
H  1.17  -0.54  0.77
H  2.38  1.41  1.43
H  0.90  2.94  -0.61
H  2.35  2.30  -1.38
H  1.19  5.46  0.55
H  2.40  5.50  1.80
H  0.13  4.64  2.54
H  0.48  3.18  1.57
H  2.51  2.81  2.73
H  2.22  4.15  3.83
H  2.48  -0.65  3.32
H  4.76  -0.45  2.05
H  4.50  2.77  4.62
C  1.89  -3.30  -1.75
C  1.61  -4.76  -1.47
O  1.59  -4.79  -0.05
C  1.19  -3.57  0.39
O  0.82  -3.31  1.48
O  1.26  -2.66  -0.62
F  2.60  -5.56  -1.92
H  2.95  -3.09  -1.75
H  1.45  -2.95  -2.69
H  0.65  -5.13  -1.85
C  -3.41  3.37  4.28
C  -4.16  2.07  4.06
O  -4.19  1.99  2.64
C  -3.12  2.64  2.16
O  -2.75  2.57  1.03
O  -2.55  3.41  3.12
F  -5.42  2.12  4.54
H  -4.08  4.22  4.27
H  -2.83  3.38  5.20
H  -3.66  1.18  4.46
C  -3.48  1.22  -1.68
C  -4.23  -0.08  -1.83
O  -4.42  -0.18  -3.24
C  -3.37  0.48  -3.83
O  -3.06  0.38  -4.96
O  -2.74  1.26  -2.91
F  -5.44  -0.02  -1.23
H  -4.15  2.08  -1.63
H  -2.82  1.24  -0.82
H  -3.69  -0.96  -1.47
C  6.20  -3.09  -3.45
C  6.49  -2.44  -4.79
O  5.21  -2.45  -5.41
C  4.27  -2.42  -4.44
O  3.13  -2.18  -4.61
O  4.83  -2.70  -3.23
F  7.36  -3.16  -5.52
H  6.26  -4.17  -3.51
H  6.83  -2.73  -2.64
H  6.84  -1.41  -4.72
C  -6.23  -2.99  -2.67
C  -7.71  -3.03  -2.37
O  -7.86  -4.29  -1.75
C  -6.67  -4.60  -1.14
O  -6.52  -5.45  -0.34
O  -5.69  -3.78  -1.60
F  -8.46  -2.99  -3.50
H  -6.00  -3.46  -3.62
H  -5.82  -1.99  -2.66
H  -8.06  -2.25  -1.69

The molar mass is 824.15 g mol⁻¹. For the total energy, the calculation gives -4361.96257 Ha. As for the charge: +1. For the orbital gap, the calculation gives 7.44 eV.



2.
Formula: C20H52AlNO2P2Si4
Source: the OMol25 dataset
Level of theory: ωB97M-V/def2-TZVPD

Atoms and positions in Å:
C  -0.07  0.81  -5.62
C  -0.01  0.29  -4.32
N  -0.85  0.86  -3.35
C  -1.65  1.90  -3.64
C  -1.85  2.27  -4.96
C  -1.05  1.73  -5.95
C  0.79  -0.81  -3.97
P  0.69  -1.52  -2.34
Al  -0.52  0.36  -1.51
P  -1.68  2.53  -0.89
C  -2.45  2.53  -2.53
O  4.55  1.82  -4.94
O  5.34  1.39  -0.54
H  0.67  0.46  -6.34
H  -2.57  3.04  -5.17
H  -1.11  2.11  -6.97
C  -0.34  -3.04  -2.57
C  2.34  -2.25  -2.02
H  -2.68  3.56  -2.79
H  -3.41  2.01  -2.43
H  5.07  1.26  -5.53
H  0.99  -1.52  -4.79
C  -3.05  2.55  0.30
C  -0.87  4.17  -0.72
H  0.49  1.59  -1.08
H  5.07  2.32  -0.53
H  4.50  0.98  -0.79
H  4.30  2.56  -5.53
H  -0.76  -0.10  0.18
H  0.79  2.29  -0.96
H  0.14  -3.77  -3.23
H  -0.54  -3.60  -1.66
H  -1.33  -2.80  -2.97
H  2.70  -2.79  -2.90
H  3.05  -1.42  -1.84
H  2.36  -2.94  -1.16
H  -1.64  4.96  -0.75
H  -0.35  4.23  0.25
H  -0.15  4.35  -1.53
H  -3.63  3.47  0.12
H  -3.68  1.66  0.12
H  -2.64  2.55  1.32
C  -1.16  2.17  3.53
Si  -1.57  0.31  3.36
C  -1.30  -0.51  5.02
C  -3.38  0.04  2.88
Si  -0.18  -0.65  1.74
Si  2.02  -0.25  2.50
C  2.18  -0.70  4.31
C  3.29  -1.27  1.54
C  2.36  1.59  2.25
Si  -0.84  -2.89  1.56
C  -1.40  -3.56  3.21
C  -2.29  -2.83  0.35
C  0.59  -3.95  0.93
H  -1.96  2.64  4.11
H  -0.21  2.29  4.09
H  -1.05  2.70  2.56
H  -2.02  -0.06  5.71
H  -1.49  -1.58  5.00
H  -0.30  -0.35  5.42
H  -3.75  0.77  2.15
H  -3.55  -0.96  2.47
H  -3.98  0.15  3.79
H  1.60  -1.59  4.58
H  3.24  -0.91  4.51
H  1.88  0.13  4.95
H  3.43  -0.91  0.51
H  4.26  -1.18  2.05
H  3.02  -2.34  1.47
H  2.05  1.94  1.25
H  1.83  2.20  2.98
H  3.44  1.77  2.38
H  -2.33  -3.09  3.56
H  -1.61  -4.63  3.07
H  -0.63  -3.46  3.98
H  -2.02  -2.45  -0.64
H  -2.66  -3.85  0.22
H  -3.11  -2.20  0.72
H  0.89  -3.72  -0.10
H  1.46  -3.87  1.58
H  0.24  -5.00  0.95

The molar mass is 539.91 g mol⁻¹. For the total energy, the calculation gives -3081.50629 Ha. As for the charge: 0. For the orbital gap (alpha / beta), the calculation gives 4.69 / 4.33 eV.



3.
Formula: C21H27InNO5
Source: the OMol25 dataset
Level of theory: ωB97M-V/def2-TZVPD

Atoms and positions in Å:
In  0.26  -0.33  0.09
O  1.61  1.58  -3.75
C  1.23  0.88  -2.72
O  0.66  1.33  -1.73
C  1.54  -0.58  -2.85
C  2.22  -1.12  -3.93
C  2.49  -2.48  -3.91
C  2.05  -3.26  -2.84
C  1.34  -2.64  -1.82
N  1.11  -1.32  -1.83
C  0.72  -3.35  -0.64
O  0.93  -4.60  -0.41
O  -0.02  -2.71  0.10
H  1.41  2.53  -3.66
H  2.53  -0.49  -4.75
H  3.04  -2.94  -4.72
H  2.26  -4.32  -2.85
H  1.53  -5.07  -1.01
C  -3.21  4.09  -0.02
C  -3.61  2.77  -0.66
C  -4.91  2.90  -1.50
C  -3.56  1.57  0.20
C  -3.67  0.27  -0.40
C  -3.44  -0.85  0.34
C  -3.14  -0.77  1.74
C  -2.87  -2.00  2.51
C  -3.16  0.52  2.35
C  -3.35  1.65  1.61
H  -3.00  4.83  -0.79
H  -2.32  4.00  0.61
H  -4.02  4.50  0.59
H  -2.85  2.55  -1.43
H  -5.76  3.09  -0.83
H  -5.14  2.01  -2.08
H  -4.81  3.74  -2.18
H  -3.94  0.19  -1.44
H  -3.53  -1.83  -0.12
H  -1.97  -2.49  2.13
H  -3.66  -2.74  2.33
H  -2.76  -1.82  3.57
H  -3.06  0.58  3.43
H  -3.41  2.61  2.10
C  1.05  3.20  2.67
C  2.02  3.77  1.62
C  2.30  2.57  0.70
O  1.83  1.39  1.39
C  1.50  1.75  2.75
H  0.02  3.24  2.30
H  1.11  3.71  3.62
H  2.94  4.09  2.09
H  1.60  4.62  1.08
H  3.36  2.44  0.49
H  1.79  2.64  -0.26
H  2.41  1.66  3.35
H  0.76  1.05  3.14

The molar mass is 488.27 g mol⁻¹. For the total energy, the calculation gives -1436.48422 Ha. As for the charge: +3. For the orbital gap (alpha / beta), the calculation gives 5.83 / 6.45 eV. As for the energy relative to the best compared isomer or geometry (same formula, charge and spin): 17.55 kcal/mol.



4.
Formula: C17H31GeLuNO4S
Source: the OMol25 dataset
Level of theory: ωB97M-V/def2-TZVPD

Atoms and positions in Å:
Lu  0.10  0.05  0.15
C  -0.30  -2.98  0.67
C  -1.34  -2.72  -0.41
C  -1.00  -3.47  -1.68
C  -2.73  -3.06  0.08
O  -1.32  -1.27  -0.67
Ge  -0.87  -0.38  -2.41
O  -1.00  1.25  -1.20
C  -2.27  1.96  -0.97
C  -2.78  1.62  0.43
C  -1.98  3.44  -1.10
C  -3.28  1.50  -2.01
O  0.98  -0.48  -1.64
C  2.21  0.22  -2.07
C  2.00  0.75  -3.47
C  3.33  -0.80  -2.01
C  2.44  1.35  -1.08
H  -0.27  -4.03  0.95
H  -0.54  -2.42  1.58
H  0.70  -2.72  0.32
H  -0.99  -4.54  -1.50
H  -0.01  -3.19  -2.06
H  -1.74  -3.28  -2.46
H  -2.80  -4.12  0.34
H  -3.47  -2.85  -0.69
H  -2.99  -2.48  0.97
H  -2.21  2.15  1.21
H  -2.75  0.54  0.61
H  -3.81  1.94  0.55
H  -1.18  3.74  -0.41
H  -2.87  4.02  -0.86
H  -1.67  3.69  -2.11
H  -3.52  0.44  -1.89
H  -2.90  1.68  -3.02
H  -4.20  2.07  -1.90
H  1.76  -0.06  -4.16
H  2.91  1.23  -3.83
H  1.20  1.50  -3.51
H  3.16  -1.60  -2.72
H  3.40  -1.23  -1.01
H  4.28  -0.32  -2.24
H  1.59  2.05  -1.08
H  3.32  1.93  -1.34
H  2.63  0.96  -0.07
O  1.36  -0.46  1.80
N  1.55  0.08  2.99
C  2.19  -0.62  3.91
C  2.41  -0.07  5.18
C  1.97  1.20  5.48
C  1.32  1.93  4.50
C  1.09  1.37  3.23
S  0.30  2.20  1.99
H  2.52  -1.60  3.60
H  2.94  -0.67  5.91
H  2.14  1.63  6.45
H  0.96  2.94  4.68

The molar mass is 593.08 g mol⁻¹. For the total energy, the calculation gives -4732.30581 Ha. As for the spin multiplicity: 2. As for the charge: +2. For the orbital gap (alpha / beta), the calculation gives 8.84 / 5.49 eV.